Entry from the Open Molecules 2025 dataset: a structure of composition C28H27N3SSiYb at a distorted geometry (the ωB97M-V functional and the def2-TZVPD basis).

Net charge: +1
Spin multiplicity: 2
E_tot in hartree: -3093.501819
⟨S²⟩: 0.758
LUMO (alpha / beta) in eV: -3.44 / -4.60

Last column: natural (NBO) charge in e.
Geometry (Å):
C  0.58101  1.33439  0.14631  -0.389
C  -0.35362  1.66268  -0.87179  -0.353
C  -1.58230  2.03817  -0.26736  -0.371
H  -0.13061  1.74230  -1.92871  0.243
C  -1.38696  2.00356  1.13449  -0.389
C  -0.05764  1.56769  1.39304  -0.374
H  0.41898  1.50902  2.37263  0.239
H  1.62564  1.04181  -0.00160  0.242
H  -2.47377  2.38690  -0.78143  0.240
H  -2.10935  2.33736  1.87665  0.224
Yb  -1.20096  -0.44097  0.43361  1.482
C  -1.09210  -2.27442  -2.68663  -0.855
H  -1.62611  -2.20578  -1.72774  0.178
H  -0.51194  -3.20867  -2.72446  0.220
H  -1.83900  -2.28541  -3.50004  0.251
Si  0.21142  -0.77868  -3.39980  1.033
C  1.76229  -1.28579  -4.31302  -0.493
C  2.64620  -0.20064  -4.51146  -0.127
H  2.32660  0.82835  -4.34443  0.212
C  3.96334  -0.42089  -4.88656  -0.230
H  4.67607  0.41524  -4.95077  0.225
C  4.38345  -1.70891  -5.19969  -0.194
H  5.40686  -1.89228  -5.54823  0.225
C  3.49488  -2.79203  -5.08171  -0.210
H  3.82472  -3.79125  -5.37228  0.221
C  2.18510  -2.59223  -4.61963  -0.195
H  1.49559  -3.42931  -4.48165  0.204
C  -1.21330  0.20099  -4.26386  -0.284
C  -0.88105  0.96150  -5.40739  -0.244
H  -0.02446  0.68389  -6.02436  0.223
C  -1.61582  2.11047  -5.74606  -0.197
H  -1.27047  2.75403  -6.56539  0.226
C  -2.78161  2.43654  -5.04669  -0.207
H  -3.33948  3.33231  -5.30034  0.226
C  -3.20159  1.61244  -4.00057  -0.199
H  -4.12108  1.84568  -3.45312  0.218
C  -2.44149  0.49322  -3.63699  -0.272
H  -2.82622  -0.15483  -2.85052  0.191
H  0.69007  -1.22620  -1.99039  -0.045
H  0.79089  0.58326  -3.13536  -0.074
N  -0.73723  -2.29077  4.33139  -0.494
C  -1.05762  -1.13021  5.03152  0.087
C  -0.72347  -0.77586  6.33104  -0.216
C  -0.79414  0.58740  6.67539  -0.187
C  -1.18035  1.53864  5.72116  -0.200
C  -1.51074  1.16010  4.41633  -0.217
C  -1.40273  -0.18573  4.04965  0.170
N  -1.27427  -0.77569  2.79015  -0.569
C  -0.85650  -2.05366  3.00540  0.368
C  -0.36663  -2.99032  2.00683  0.057
C  0.04795  -4.29449  2.22927  -0.397
S  0.86633  -4.94302  0.85025  0.539
C  0.54416  -3.46586  -0.01102  -0.093
N  -0.10968  -2.54121  0.70306  -0.543
H  -0.41205  -3.15977  4.75017  0.429
H  -0.40391  -1.54672  7.03218  0.227
H  -0.55188  0.91430  7.68794  0.235
H  -1.21218  2.59567  5.99396  0.236
H  -1.82990  1.88236  3.67549  0.232
H  -0.10017  -4.82288  3.15722  0.255
H  0.86894  -3.32661  -1.04825  0.259

Forces on the atoms, in the same order (eV/Å):
C 0.045 0.500 0.081
C -0.197 0.030 -0.105
C 0.505 0.245 0.130
H -0.179 -0.202 0.230
C 0.190 0.283 0.107
C 0.179 0.628 0.040
H -0.215 -0.096 -0.337
H -0.475 0.158 0.049
H 0.215 -0.080 0.067
H 0.138 -0.178 -0.333
Yb -0.501 0.344 -0.667
C -0.281 -0.490 -1.144
H 0.421 0.223 -0.176
H -0.186 0.318 0.116
H 0.250 -0.040 0.382
Si -0.509 0.202 -0.253
C -0.064 -0.268 -0.519
C 0.129 -0.435 0.095
H 0.021 -0.317 0.122
C 0.337 0.134 -0.329
H -0.472 -0.414 -0.069
C -0.127 -0.651 0.023
H -0.448 0.100 0.209
C -0.091 0.169 -0.094
H -0.069 0.276 0.165
C 0.470 0.644 0.005
H 0.302 0.156 -0.134
C -0.670 0.326 -0.698
C -0.119 0.452 0.382
H 0.002 0.205 0.337
C -0.039 -0.460 -0.165
H -0.227 -0.411 0.286
C 0.395 -0.217 0.335
H 0.053 -0.129 0.027
C 0.003 -0.137 -0.192
H 0.315 -0.154 -0.270
C 0.394 0.171 -0.079
H 0.169 0.173 0.074
H 0.083 0.410 0.585
H -0.074 -0.013 0.758
N -0.117 -0.573 0.323
C 0.777 0.236 -0.558
C -0.269 0.641 0.720
C -0.043 -1.055 -0.128
C -0.387 -0.134 -0.689
C -0.152 0.282 0.248
C 0.685 -0.433 0.266
N 0.141 -2.166 0.008
C -0.697 2.125 0.944
C 0.831 -1.412 -1.259
C -0.153 1.157 -0.327
S -0.832 1.267 0.133
C -0.601 0.357 1.376
N 1.037 -1.787 -0.186
H -0.092 0.510 -0.185
H -0.035 0.342 -0.026
H 0.002 -0.200 -0.336
H -0.053 -0.380 -0.095
H 0.236 0.026 0.279
H 0.218 -0.291 -0.138
H -0.169 0.032 0.586